{"formula": "C17H23N3O2", "method": "ωB97M-V with the def2-TZVPD basis set", "e_above_lowest_kcal_mol": 30.42, "smiles": "COc1ccc2[nH]c(C(=O)NCCN3CCCCC3)cc2c1", "symbols": ["C", "O", "C", "C", "C", "C", "N", "C", "C", "O", "N", "C", "C", "N", "C", "C", "C", "C", "C", "C", "C", "C", "H", "H", "H", "H", "H", "H", "H", "H", "H", "H", "H", "H", "H", "H", "H", "H", "H", "H", "H", "H", "H", "H", "H"], "xyz": [[6.65302, 1.90882, 3.83984], [6.90530, 2.07123, 2.46772], [5.94035, 1.67824, 1.58108], [6.28158, 1.87937, 0.22627], [5.42835, 1.54090, -0.79298], [4.19816, 0.98539, -0.45084], [3.16402, 0.55858, -1.22027], [2.16091, 0.08532, -0.41786], [0.94685, -0.42147, -1.07468], [0.83422, -0.41350, -2.29028], [-0.00289, -0.91024, -0.24160], [-1.28913, -1.36546, -0.70756], [-2.39846, -0.35968, -0.36733], [-3.67221, -0.78054, -0.91395], [-4.33912, -1.76525, -0.08203], [-5.54711, -2.34196, -0.81315], [-6.52288, -1.22631, -1.16752], [-5.78225, -0.16490, -1.97221], [-4.56558, 0.32878, -1.19529], [2.54368, 0.20588, 0.89917], [3.83966, 0.77669, 0.90407], [4.72516, 1.12913, 1.93013], [6.50273, 0.85545, 4.09985], [7.53963, 2.28183, 4.35039], [5.78077, 2.48866, 4.16041], [7.24723, 2.31292, 0.02083], [5.70132, 1.69951, -1.82493], [3.09208, 0.56260, -2.22526], [0.13066, -0.82036, 0.75205], [-1.22158, -1.46891, -1.79179], [-1.50393, -2.34314, -0.26781], [-2.44466, -0.21572, 0.72882], [-2.12465, 0.59755, -0.81774], [-3.63503, -2.56801, 0.14486], [-4.66792, -1.31849, 0.87680], [-6.03038, -3.09190, -0.18437], [-5.20255, -2.82634, -1.72773], [-7.36271, -1.62234, -1.74104], [-6.91946, -0.78148, -0.25117], [-6.43868, 0.67825, -2.19411], [-5.44213, -0.59659, -2.91434], [-4.02316, 1.06296, -1.79576], [-4.90085, 0.82493, -0.26446], [1.98227, -0.07488, 1.76916], [4.43936, 0.96448, 2.95665]], "forces_ev_per_a": [[0.0, 0.0, 0.2], [0.0, 0.0, -0.3], [-0.1, -0.1, 0.1], [0.0, 0.0, 0.0], [0.1, 0.1, 0.1], [0.1, 0.0, 0.7], [-0.4, -0.2, -0.3], [0.4, 0.2, 0.3], [-0.2, -0.2, 0.1], [0.1, 0.1, -0.1], [0.0, 0.0, 0.3], [-0.3, 0.1, -0.1], [0.2, -0.2, -0.1], [0.1, 0.1, 0.1], [0.0, -0.3, -0.1], [-0.1, 0.1, 0.3], [0.1, -0.1, -0.2], [-0.1, 0.2, 0.3], [-0.1, 0.1, -0.3], [-0.3, -0.1, -0.3], [0.2, 0.1, -0.6], [0.3, 0.1, 0.1], [0.0, 0.0, 0.0], [-0.1, 0.0, 0.0], [0.0, 0.0, 0.0], [0.1, 0.1, -0.1], [0.1, 0.0, -0.1], [0.0, 0.0, 0.1], [0.1, 0.0, -0.1], [-0.1, -0.1, 0.1], [0.0, 0.0, -0.1], [0.0, 0.1, -0.1], [0.0, 0.0, 0.1], [0.0, 0.0, 0.1], [0.1, 0.0, 0.0], [0.0, -0.1, 0.0], [0.0, -0.1, 0.0], [-0.1, 0.0, 0.1], [-0.1, 0.0, 0.0], [0.0, 0.0, -0.1], [0.0, 0.0, -0.1], [0.0, 0.0, 0.1], [0.0, 0.0, 0.0], [-0.2, -0.1, 0.1], [0.0, 0.0, 0.1]], "mulliken_charge": [-0.81, -0.45, 0.82, -0.44, -1.10, -0.53, 0.02, 0.40, 0.61, -0.72, -0.06, -0.87, -0.59, 0.20, -0.61, -0.77, -0.70, -0.71, -0.71, -0.74, 0.42, -0.24, 0.32, 0.23, 0.32, 0.43, 0.39, 0.21, 0.21, 0.37, 0.31, 0.25, 0.31, 0.31, 0.36, 0.36, 0.31, 0.31, 0.33, 0.36, 0.31, 0.43, 0.33, 0.40, 0.42]}

***

{"formula": "C4H7NO", "method": "ωB97M-V with the def2-TZVPD basis set", "e_above_lowest_kcal_mol": 35.96, "smiles": "CC(=O)N1CC1", "symbols": ["C", "C", "O", "N", "C", "C", "H", "H", "H", "H", "H", "H", "H"], "xyz": [[-1.63277, 1.03180, 0.17966], [-0.93665, -0.28493, 0.44926], [-1.52565, -1.30332, 0.74696], [0.44849, -0.21024, 0.46509], [1.37410, 0.17711, -0.56176], [1.37821, -1.20493, 0.02853], [-2.68855, 0.84965, -0.03087], [-1.55435, 1.66797, 1.06789], [-1.17298, 1.57470, -0.65108], [2.12508, 0.90828, -0.26695], [1.01434, 0.28047, -1.58556], [2.13845, -1.48116, 0.75499], [1.00450, -2.02099, -0.59090]], "forces_ev_per_a": [[-0.1, 0.0, 0.0], [-0.1, -0.2, 0.1], [0.2, 0.3, -0.2], [-0.2, 0.1, 0.2], [0.1, 0.2, -0.2], [0.1, -0.2, 0.0], [0.2, 0.0, 0.0], [0.0, -0.1, -0.1], [0.0, -0.1, 0.1], [-0.1, -0.2, -0.1], [0.0, -0.1, 0.2], [-0.1, 0.0, -0.2], [0.0, 0.2, 0.1]], "mulliken_charge": [-0.89, 0.53, -0.58, -0.12, -0.40, -0.40, 0.29, 0.25, 0.32, 0.24, 0.27, 0.24, 0.24]}

***

What did the second record say?
{"formula": "C4H7NO", "method": "ωB97M-V with the def2-TZVPD basis set", "e_above_lowest_kcal_mol": 35.96, "smiles": "CC(=O)N1CC1", "symbols": ["C", "C", "O", "N", "C", "C", "H", "H", "H", "H", "H", "H", "H"], "xyz": [[-1.63277, 1.03180, 0.17966], [-0.93665, -0.28493, 0.44926], [-1.52565, -1.30332, 0.74696], [0.44849, -0.21024, 0.46509], [1.37410, 0.17711, -0.56176], [1.37821, -1.20493, 0.02853], [-2.68855, 0.84965, -0.03087], [-1.55435, 1.66797, 1.06789], [-1.17298, 1.57470, -0.65108], [2.12508, 0.90828, -0.26695], [1.01434, 0.28047, -1.58556], [2.13845, -1.48116, 0.75499], [1.00450, -2.02099, -0.59090]], "forces_ev_per_a": [[-0.1, 0.0, 0.0], [-0.1, -0.2, 0.1], [0.2, 0.3, -0.2], [-0.2, 0.1, 0.2], [0.1, 0.2, -0.2], [0.1, -0.2, 0.0], [0.2, 0.0, 0.0], [0.0, -0.1, -0.1], [0.0, -0.1, 0.1], [-0.1, -0.2, -0.1], [0.0, -0.1, 0.2], [-0.1, 0.0, -0.2], [0.0, 0.2, 0.1]], "mulliken_charge": [-0.89, 0.53, -0.58, -0.12, -0.40, -0.40, 0.29, 0.25, 0.32, 0.24, 0.27, 0.24, 0.24]}

***

> What is the formula in the second record?

C4H7NO